No. 1
A cluster of 12 separate species, C6H35NO12 in total. Source: OMol25; level of theory: ωB97M-V/def2-TZVPD.

For the max |F|, the calculation gives 2.4 eV/A. Its SMILES is CCN[C@@H](C=O)CC.O.O.O.O.O.O.O.O.O.O.O. The value obtained for the HOMO energy is -0.3100 Ha.

Cartesian coordinates (Å):
O: 2.9254 -1.6297 1.4288
O: -1.6464 -4.1267 0.3233
O: -3.7994 -1.7453 1.8697
O: 2.0082 1.5586 4.0117
O: 4.5780 1.6427 -0.5431
O: 0.2025 4.3534 1.9885
O: 1.6758 -4.1262 1.9429
O: -3.4867 -0.0605 -0.6122
O: -0.8085 0.5996 2.7411
O: 0.6212 -2.1685 -1.4547
O: -1.6744 -2.1436 -3.2230
O: 3.8630 -1.6556 -1.1820
N: -0.6065 1.4453 -0.2045
C: -2.3633 -0.1449 -1.0565
C: 0.7581 0.9677 -0.1685
C: 1.7322 1.7836 -1.0981
C: -1.4217 1.0577 -1.3421
C: -2.2781 2.2799 -1.7020
C: -3.4973 2.0456 -2.6242
H: 1.0293 2.4096 -1.6471
H: 2.6451 2.0978 3.5414
H: -2.6743 2.6875 -0.7686
H: 0.3736 -2.4640 -0.5727
H: 0.1137 3.4143 2.1684
H: 1.4586 2.2361 4.4257
H: 5.4402 1.6496 -0.1103
H: -4.7568 -1.7356 1.7932
H: 0.5769 -1.2157 -1.5129
H: 4.0317 1.3199 0.1547
H: 0.9224 -0.0589 -0.4859
H: 1.8240 -4.5035 2.8198
H: -3.5167 -0.9216 1.4599
H: -2.1998 -3.9177 -0.4313
H: 3.0376 -1.2245 2.2953
H: -3.5835 2.8307 -3.3782
H: -1.6779 -1.8715 -4.1421
H: -2.0883 -3.9573 1.1567
H: -1.0188 -2.8328 -3.0953
H: 0.7284 -4.3176 1.8813
H: 1.0763 0.9685 0.8757
H: 0.0534 1.0272 2.7843
H: 2.9708 -1.9958 -1.0354
H: -2.0202 -1.1693 -1.2187
H: -1.5958 3.0479 -2.0686
H: -3.3198 1.1059 -3.1328
H: 2.2717 2.4564 -0.4352
H: -1.0460 1.6081 0.6819
H: -4.4351 2.1339 -2.0871
H: 4.2921 -2.0540 -0.4211
H: -0.7807 0.6412 -2.1232
H: -0.6194 -0.3089 2.4942
H: 2.8626 -2.5749 1.6295
H: 0.4484 4.4214 1.0636
H: 2.3939 1.1344 -1.6544

No. 2
A cluster of 11 separate species, H23O11 in total. Source: OMol25; level of theory: ωB97M-V/def2-TZVPD.

For the max |F|, the calculation gives 3.1 eV/A. As for the charge: +1. The value obtained for the HOMO energy is -0.4720 Ha.

Cartesian coordinates (Å):
O: -0.9625 -1.4618 0.8953
O: 3.1487 -0.2457 1.6942
O: 0.7954 -1.1645 -0.9774
O: -1.4604 -1.8214 -1.9659
O: -0.3176 1.9837 3.4890
O: 4.0267 0.9865 -1.7657
O: -4.2697 0.9063 1.4573
O: 2.6223 -1.0741 -2.5995
O: 0.8107 0.0540 -4.4430
O: -1.6658 -2.0521 3.4412
O: -2.0447 3.1893 1.8998
H: -0.6158 1.8857 2.5971
H: 3.4135 -0.6489 -2.1694
H: -1.4201 -0.6261 1.1703
H: 4.9227 0.8205 -1.4543
H: -4.9048 1.4210 0.9696
H: -1.4232 -1.3496 4.0520
H: -2.0985 4.0721 2.2511
H: -0.9308 -2.6296 3.2101
H: 3.6715 1.6517 -1.1796
H: 2.3672 -0.7716 1.4149
H: -1.0331 2.3807 3.9444
H: 2.3245 -0.9179 -3.4724
H: -1.1576 -2.4190 -2.6865
H: -4.3905 -0.0294 1.2495
H: 3.0204 0.1432 2.5376
H: 1.4653 0.5295 -4.9533
H: -2.0111 -1.1645 -2.4329
H: -0.0752 0.1467 -4.7281
H: -0.0904 -0.9831 -1.3171
H: -2.9761 2.9744 1.7778
H: 0.9406 -0.6368 -0.1815
H: 1.8039 -1.2146 -1.9084
H: -1.4852 -1.9345 0.1836

No. 3
A cluster of 11 separate species, C33H64O33S5 in total. Source: OMol25; level of theory: ωB97M-V/def2-TZVPD.

For the max |F|, the calculation gives 6.1 eV/A. Its SMILES is CCOS(C)(=O)=O.CCOS(C)(=O)=O.CCOS(C)(=O)=O.CCOS(C)(=O)=O.CCOS(C)(=O)=O.O=C1OCCO1.O=C1OCCO1.O=C1OCCO1.O=C1OCCO1.O=C1OCCO1.O=C1OCCO1. The value obtained for the HOMO energy is -0.3670 Ha.

Cartesian coordinates (Å):
S: 3.6433 -3.3044 -2.8707
S: 2.1889 -3.0158 3.6751
S: -1.2916 4.9496 -2.3948
S: -2.6617 -1.5404 5.2502
S: -5.2521 1.5424 -0.4511
O: 5.2855 3.5918 -3.6470
O: -3.1139 -1.4909 6.5907
O: 3.3215 3.7117 -2.5192
O: 5.5131 0.6528 1.2358
O: 1.2687 -3.7451 4.5553
O: 3.4461 -2.4986 4.2213
O: -2.0957 4.6668 -1.1998
O: -2.0414 5.2254 -3.6546
O: -1.1656 2.3763 2.8076
O: 4.3391 -4.5554 -2.4301
O: -1.2525 -1.3484 4.9038
O: -1.0772 4.5085 2.0702
O: 1.5642 0.5714 -0.4047
O: 4.2933 0.8621 3.0781
O: -4.8936 1.7995 0.9426
O: -6.9363 1.9092 -0.6034
O: 2.4993 -3.3037 -3.9170
O: 4.4417 5.6287 -3.1238
O: 0.7880 3.1784 2.1591
O: -0.5941 0.4029 -4.1856
O: -0.1721 -0.7408 0.4104
O: 6.0878 -0.5414 3.0553
O: -1.8371 -4.8820 -0.1325
O: -5.0147 0.2726 -1.1010
O: 4.7891 -2.2044 -3.3771
O: 2.5881 -3.9922 2.3470
O: 1.5602 -0.1953 -3.7148
O: -0.2998 -1.6492 -3.5362
O: 0.1479 -5.0945 -1.0482
O: -0.0357 -3.6907 0.8285
O: -0.3323 6.3336 -2.0888
O: -3.1104 -3.0333 4.6430
O: -0.6441 0.9859 -0.8896
C: 0.3704 0.3342 -0.2878
C: 3.0546 -5.2999 2.7375
C: 0.0169 3.6369 -2.7906
C: -1.5494 -0.8513 0.1108
C: 3.6239 1.6795 2.1316
C: -2.4359 4.1298 2.0367
C: 1.7028 6.5519 -1.1360
C: 3.0954 -2.3528 -1.3675
C: -7.3146 3.2665 -0.1441
C: -1.8103 -0.1075 -4.4185
C: -2.7603 -3.4852 3.3507
C: -1.9429 -5.9801 -0.9883
C: -1.9178 0.4225 -0.5647
C: 5.2800 0.1768 2.4691
C: -0.5352 -4.4235 -0.0822
C: -3.2964 -4.9655 3.4570
C: -0.3922 3.3356 2.3291
C: 4.5646 1.5568 0.8696
C: 0.2267 6.5027 -0.8211
C: 3.5966 2.2815 -2.6213
C: 0.3091 -0.4477 -3.7872
C: 4.3798 4.4155 -3.0787
C: -0.8182 -5.6898 -1.9330
C: 4.9883 2.2912 -3.2206
C: -7.8886 3.0845 1.2724
C: -2.4809 2.8085 2.8346
C: -4.5602 2.8644 -1.6551
C: -1.6397 -1.5349 -3.8696
C: 6.3789 -0.9562 -1.9801
C: 1.3178 -1.6067 2.9151
C: -3.8162 -0.5144 4.2298
C: 6.0820 -2.2498 -2.7732
C: 1.9515 -6.3777 2.4303
H: 3.5022 1.7345 -1.6833
H: -7.1068 2.7888 1.9720
H: 2.6902 -1.3823 -1.6541
H: 5.6650 1.7529 -2.5570
H: 4.0265 -5.3134 2.2441
H: -4.7039 -0.2082 4.7832
H: 3.2703 -5.3360 3.8053
H: 0.4034 3.2588 -1.8443
H: -1.7876 -1.6542 -0.5868
H: -8.6684 2.3582 1.5014
H: 3.9872 -2.1944 -0.7610
H: -3.3638 -2.9432 2.6226
H: -2.7675 4.0380 1.0024
H: -4.6911 3.8172 -1.1421
H: -2.9059 -5.9702 -1.4988
H: 6.7628 -2.3592 -3.6174
H: -2.0804 -1.0637 1.0387
H: -5.1381 2.7951 -2.5767
H: -3.3483 0.3371 3.7357
H: -3.1615 2.0722 2.4073
H: 0.8873 -0.9830 3.6986
H: -1.0609 -4.9853 -2.7285
H: 1.8636 -6.5714 1.3613
H: -3.4934 2.6923 -1.7973
H: 2.3304 -3.0137 -0.9598
H: -0.3896 -6.6069 -2.3370
H: 1.9906 -1.1167 2.2113
H: -1.8313 -6.9789 -0.5665
H: -0.4145 2.7499 -3.2545
H: 3.5747 2.6668 2.5907
H: 2.8728 1.7795 -3.2633
H: 2.5873 1.3631 2.0151
H: 2.0765 5.6704 -1.6571
H: -8.1053 3.6356 -0.7973
H: 6.3117 -3.0707 -2.0939
H: -0.1028 7.4289 -0.3503
H: -1.9190 -2.2119 -4.6769
H: -2.8062 -5.6183 4.1792
H: -2.6579 0.3606 -3.9180
H: -8.3242 4.0310 1.5924
H: -2.9540 -5.5254 2.5867
H: -2.6375 1.0955 -0.0988
H: 5.4711 -0.7461 -1.4144
H: 1.8645 7.4270 -1.7654
H: -6.5506 4.0433 -0.1761
H: -2.2879 -1.8199 -3.0409
H: -2.5579 0.2398 -1.4278
H: -1.6776 -3.4010 3.2567
H: 2.2385 6.6342 -0.1902
H: 7.2569 -1.0572 -1.3421
H: 4.0630 0.9198 0.1410
H: 0.8576 3.9934 -3.3858
H: -3.1064 4.8634 2.4843
H: -4.2114 -1.1372 3.4274
H: -2.8016 2.9196 3.8705
H: -0.2878 5.7963 -0.1697
H: 0.5603 -2.1258 2.3280
H: 1.0390 -6.1814 2.9933
H: -2.0594 -0.1854 -5.4768
H: 4.9138 1.6824 -4.1216
H: 6.4252 -0.1587 -2.7217
H: 2.2502 -7.3423 2.8407
H: 4.8747 2.5116 0.4450
H: -4.3815 -5.0344 3.3800

No. 4
The ion C5H12N with charge +1. Source: OMol25; level of theory: ωB97M-V/def2-TZVPD.

For the max |F|, the calculation gives 3.6 eV/A. As for the charge: +1. Its SMILES is C/C=C/CC[NH3+]. The value obtained for the HOMO energy is -0.4888 Ha.

Cartesian coordinates (Å):
N: 0.3502 -0.8070 1.6741
C: 0.3429 0.9848 -0.8152
C: -1.1181 -0.4512 1.3902
C: -1.4584 -0.7521 -0.0294
C: 1.5312 1.2650 -1.6422
C: -0.4601 -0.0838 -0.9975
H: -1.3658 -1.8248 -0.2443
H: 0.4532 -1.8277 1.6371
H: -0.8525 -0.1978 -2.0101
H: -2.4646 -0.4014 -0.2827
H: -1.7538 -1.0244 2.0750
H: -1.1768 0.6762 1.4950
H: 1.5875 1.2972 -2.7380
H: 1.0185 -0.4579 2.3587
H: 0.2849 1.5310 0.1372
H: 0.7005 -0.5438 0.6945
H: 2.2999 0.4688 -1.4247
H: 2.0812 2.1488 -1.2775

No. 5
A cluster of 2 separate species, C4H4S3 in total. Source: OMol25; level of theory: ωB97M-V/def2-TZVPD.

For the max |F|, the calculation gives 8.3 eV/A. The value obtained for the HOMO energy is -0.3304 Ha.

Cartesian coordinates (Å):
S: -0.8059 -2.5935 1.5701
S: -0.7831 2.0690 -1.1611
S: 1.6795 0.6219 -1.5182
C: -0.6455 0.2927 1.8294
C: 0.2469 0.8889 -0.6742
C: -0.1491 0.0823 0.6603
C: 0.0534 -1.3876 0.5728
H: 1.1685 -1.5186 -0.3876
H: -0.9140 1.4431 2.1227
H: 2.2696 -0.3386 -0.8565
H: -1.0057 -0.4028 2.5395

No. 6
A cluster of 3 separate species, CH8NO3 in total. Source: OMol25; level of theory: ωB97M-V/def2-TZVPD.

For the max |F|, the calculation gives 3.8 eV/A. As for the charge: -1. The value obtained for the HOMO energy is -0.1341 Ha.

Cartesian coordinates (Å):
O: -0.0137 0.0344 0.3954
O: 1.9900 1.2723 1.9401
O: 1.8313 -0.4070 -1.5739
N: -2.1442 -1.0407 0.1302
C: -1.0140 -0.3370 -0.5146
H: 1.0539 0.8238 1.7199
H: -1.5052 0.6861 -0.9081
H: 1.1963 -0.2562 -0.7644
H: -0.6694 -1.0638 -1.3265
H: 1.8298 0.4674 -1.9541
H: -3.0001 -0.7209 0.5889
H: -1.6874 -1.3408 1.0348
H: 2.1327 1.8826 1.2324

No. 7
A structure of composition C30H64NO18S. Source: OMol25; level of theory: ωB97M-V/def2-TZVPD.

For the max |F|, the calculation gives 14.2 eV/A. As for the charge: -1. The value obtained for the HOMO energy is -0.1651 Ha.

Cartesian coordinates (Å):
S: 64.8540 63.4860 49.2550
O: 63.6840 60.5330 53.9760
O: 64.3990 62.9060 50.5220
O: 67.2150 57.8050 47.7960
O: 61.1770 64.2920 47.3250
O: 62.9160 65.1630 53.1150
O: 59.6710 57.7310 51.0240
O: 64.3640 64.8520 49.0760
O: 63.5190 55.8610 50.7000
O: 68.0980 62.0370 53.7430
O: 64.8180 65.5700 54.3420
O: 62.7280 60.2680 51.9250
O: 62.8380 58.7100 47.1690
O: 61.3400 58.2210 49.4960
O: 67.8150 58.6810 49.8290
O: 64.4130 62.6550 48.1410
O: 66.3370 63.4710 49.2940
O: 62.0560 62.2180 47.9080
O: 64.0600 58.1270 50.7020
N: 64.1770 60.7540 49.5220
C: 60.4360 58.5740 50.1770
C: 59.1080 65.3080 47.8070
C: 63.6020 65.4570 54.1850
C: 63.0140 59.8220 53.0360
C: 63.6420 58.4820 46.1260
C: 62.6800 58.4540 53.4580
C: 62.5410 65.8060 55.3370
C: 64.2250 61.8150 53.9060
C: 59.2350 55.8280 52.4040
C: 62.7110 55.9030 49.6900
C: 63.3870 63.7680 46.5400
C: 64.2150 57.0290 51.1420
C: 65.2510 62.0240 54.9240
C: 59.9540 64.0060 47.9210
C: 62.7650 64.2760 50.8900
C: 63.6340 64.8820 51.9530
C: 68.7390 61.5340 51.3660
C: 62.4750 54.4830 49.3230
C: 63.8960 59.5520 45.0660
C: 68.8780 57.6240 51.6560
C: 62.0900 63.2830 47.3290
C: 59.7930 60.0200 49.9050
C: 67.2550 58.7440 48.5190
C: 68.3540 57.4990 50.2080
C: 64.1840 57.0660 45.8450
C: 65.0260 56.8570 52.4640
C: 66.4530 60.7100 52.4550
C: 67.8210 61.4480 52.6200
C: 59.9940 56.3730 51.1570
C: 66.6140 59.9800 48.2760
H: 58.1020 55.9620 52.1340
H: 64.3300 64.1570 52.2310
H: 61.7570 66.6150 55.0610
H: 67.6970 56.6310 50.1560
H: 64.5200 61.9150 52.7980
H: 59.3330 63.4100 47.3500
H: 63.4120 54.2260 48.8910
H: 59.8470 65.9980 48.2560
H: 63.0810 66.1910 56.1920
H: 63.6400 60.7170 45.4230
H: 69.1760 57.2430 49.5880
H: 64.1510 60.8000 48.3850
H: 65.7780 56.2520 52.1270
H: 59.3530 56.3640 53.4900
H: 69.4110 56.5390 51.8200
H: 63.8100 62.8900 46.1460
H: 62.0900 63.3900 50.9660
H: 60.4260 60.8090 50.1120
H: 69.2790 60.7040 51.0710
H: 65.7250 60.0020 48.8810
H: 61.0050 56.4290 51.3860
H: 58.0050 65.3220 47.8960
H: 65.0160 60.5170 49.6910
H: 62.2230 53.8860 50.2260
H: 59.5560 60.0360 48.9920
H: 63.5280 59.8770 49.7990
H: 66.0960 61.1060 51.6300
H: 64.1830 65.7640 51.5490
H: 63.9260 64.3010 47.3650
H: 67.8330 61.9880 50.7190
H: 63.5370 62.4700 54.0450
H: 62.2920 58.6670 54.2920
H: 66.2950 60.0070 47.2310
H: 63.8030 61.3280 50.1260
H: 68.1040 57.7380 52.3540
H: 62.0690 57.9190 52.7000
H: 59.9700 63.8090 48.9620
H: 69.4640 58.4920 51.9540
H: 67.3010 60.8410 48.3820
H: 65.1650 59.5190 44.9120
H: 59.1220 65.7160 46.8530
H: 61.6880 54.4130 48.6940
H: 58.9950 60.1290 50.5700
H: 65.5130 62.9960 54.8080
H: 66.6320 59.7720 52.1190
H: 63.3470 63.9230 50.0380
H: 63.5640 56.5560 46.5170
H: 65.9470 60.5440 53.3370
H: 62.0480 65.0910 50.4950
H: 66.1790 61.2750 54.7810
H: 61.8900 56.6230 49.9340
H: 69.5530 62.2590 51.5120
H: 63.0490 56.5440 48.7870
H: 63.9330 56.5770 44.9410
H: 65.1710 57.1440 46.0580
H: 63.6480 58.0100 53.7490
H: 59.8390 56.1430 50.1490
H: 59.4110 54.8440 52.4230
H: 63.2690 59.2920 44.2630
H: 63.0890 64.5960 45.7290
H: 64.6390 61.6700 55.9890
H: 64.4640 56.3870 53.2190
H: 65.3610 57.7650 52.6660
H: 61.6520 65.0280 55.4000

No. 8
A structure of composition C23H18BaF3I2N5Sb. Source: OMol25; level of theory: ωB97M-V/def2-TZVPD.

For the max |F|, the calculation gives 1.9 eV/A. As for the charge: +1. The value obtained for the HOMO energy is -0.3864 Ha.

Cartesian coordinates (Å):
Ba: -2.1258 -1.1419 -1.2984
I: -4.5776 0.0075 -3.4767
I: -4.0935 1.4677 -0.1769
Sb: 0.5580 0.3419 -0.4009
F: 6.4246 1.9857 -1.6177
F: 1.8878 -1.7286 5.3083
F: -1.6952 6.0676 0.5878
N: 0.9638 -5.3117 -4.8585
N: -1.2445 -3.2947 -1.6540
N: -3.1045 -2.2918 1.7790
N: -1.1925 -7.7541 -1.8330
N: -4.0439 -2.5358 0.7109
C: 3.5062 -0.0485 -1.0826
C: -0.9151 -4.3078 -2.1562
C: 5.1527 1.6424 -1.3932
C: 1.0081 -0.3466 1.5631
C: -0.7733 4.1110 1.4920
C: 4.8246 0.3000 -1.3241
C: -1.1602 4.3324 -0.8881
C: 0.3374 -1.4539 2.0756
C: 4.2098 2.6415 -1.2385
C: 2.2981 -0.1851 3.5935
C: -0.2722 2.8333 1.2877
C: -0.5071 -5.4537 -2.7528
C: -4.8526 1.7042 -2.1706
C: 0.6315 -1.9250 3.3458
C: 2.5412 0.9402 -0.9098
C: -0.8850 -6.7244 -2.2463
C: 0.3029 -5.3771 -3.9177
C: -0.6673 3.0507 -1.0731
C: -1.2099 4.8373 0.3992
C: -0.2167 2.2929 0.0069
C: 2.8930 2.2822 -0.9933
C: 1.6036 -1.2771 4.0843
C: 1.9971 0.2748 2.3225
H: -4.3441 2.5465 -2.6214
H: -4.9929 -2.6302 1.0564
H: 0.0726 2.2568 2.1373
H: -3.4171 -1.4736 2.2862
H: -0.8226 4.5500 2.4797
H: -0.4102 -1.9718 1.4861
H: -0.6063 2.6513 -2.0821
H: -5.9183 1.8768 -2.0963
H: 2.1485 3.0574 -0.8633
H: -1.4979 4.9432 -1.7152
H: 5.5956 -0.4462 -1.4604
H: 3.2394 -1.0975 -1.0253
H: -3.8006 -3.4380 0.3136
H: 0.1310 -2.7895 3.7615
H: -3.1067 -3.0609 2.4418
H: 2.5502 1.1131 1.9145
H: 4.5120 3.6777 -1.3080
H: 3.0638 0.2793 4.2003

No. 9
A structure of composition C3H6O2. Source: OMol25; level of theory: ωB97M-V/def2-TZVPD.

For the max |F|, the calculation gives 5.5 eV/A. The value obtained for the HOMO energy is -0.3787 Ha.

Cartesian coordinates (Å):
O: -0.5270 0.9264 1.0817
O: -2.0838 -1.1560 1.4973
C: -1.2687 -0.0390 0.3755
C: 1.0035 0.4193 -0.7857
C: 0.2029 -0.0654 0.3713
H: -3.0575 -0.9297 1.5278
H: 0.4359 1.2672 -1.2531
H: -2.1188 0.1772 -0.1883
H: 0.7170 -0.8227 1.0598
H: 1.4000 -0.4820 -1.3701
H: 1.8940 0.8452 -0.5498

No. 10
A structure of composition C2H8OS. Source: OMol25; level of theory: ωB97M-V/def2-TZVPD.

For the max |F|, the calculation gives 3.0 eV/A. The value obtained for the HOMO energy is -0.3247 Ha.

Cartesian coordinates (Å):
S: 1.0584 1.8601 -0.5166
O: -2.5578 0.9466 0.0234
C: 0.9938 0.0507 -0.3104
C: 1.8554 0.0154 0.8139
H: -2.3066 0.1936 -0.5097
H: -1.5651 -2.2865 -0.6641
H: 1.2789 -0.4020 -1.2519
H: -1.1013 -1.7315 -0.8318
H: 1.3753 -0.1333 1.7702
H: 2.8798 0.3742 0.7938
H: 0.0059 -0.2131 0.0570
H: -1.9168 1.3257 0.6261

No. 11
The molecule C4H4O2. Source: OMol25; level of theory: ωB97M-V/def2-TZVPD.

For the max |F|, the calculation gives 4.1 eV/A. The value obtained for the HOMO energy is -0.3580 Ha.

Cartesian coordinates (Å):
O: -1.3226 -0.2001 1.2643
O: -1.3238 0.6081 -0.5958
C: -0.7494 -0.5219 0.0552
C: -1.8990 0.8426 0.5721
C: 1.3735 0.5614 -0.1460
C: 0.7586 -0.6101 -0.1268
H: 1.2986 -1.5689 -0.2236
H: 0.7325 1.5205 -0.1307
H: -1.2355 -1.3110 -0.4153
H: 2.3670 0.6793 -0.2534

In hartree, the LUMO energy values for the records above are, in order, -0.003; -0.115; -0.012; -0.127; -0.051; 0.159; 0.073; -0.159; 0.037; -0.047; 0.031.